# 1
# C8H14Cl7CrO6

A molecular structure, C8H14Cl7CrO6 at a distorted geometry (the ωB97M-V functional and the def2-TZVPD basis, OMol25).

Calculated values
Relative energy (zero: lowest compared OMol25 entry of this formula, charge and spin): 0.0 kcal per mole
Largest force on an atom: 3.18 eV/A
E_tot: -5030.258832 hartree
<S²>: 6.03
HOMO-LUMO gap (alpha / beta): 7.14 / 7.94 eV

```
! wB97M-V def2-TZVPD RIJCOSX def2/J DEFGRID3
* xyz 1 5
Cr -0.00322 1.75336 1.65199
Cl -1.64896 1.55236 -0.14464
C 1.23488 1.70888 -2.12777
O 2.43982 1.13640 -1.61725
C 2.52046 0.95746 -0.33184
O 1.60511 1.08585 0.47051
O 3.75589 0.62869 -0.02811
C 4.01505 0.15964 1.27546
H 1.14072 2.77057 -1.88758
H 0.35333 1.25149 -1.67536
H 1.18224 1.56466 -3.19568
H 3.48416 -0.76805 1.51836
H 3.78401 0.88017 2.05934
H 5.05037 -0.15028 1.40106
C -3.12969 -0.71197 2.28244
O -2.17419 -1.75074 2.44082
C -0.89252 -1.45016 2.47957
O -0.43033 -0.37454 2.13722
O -0.24951 -2.49352 2.90061
C 1.19652 -2.43792 2.93825
H -3.07814 -0.28017 1.27932
H -2.93922 0.06864 3.02206
H -4.13804 -1.09774 2.38881
H 1.56002 -1.87935 2.08028
H 1.52837 -3.46694 2.87348
H 1.47870 -1.96799 3.87670
C -1.03846 -1.54605 -1.66807
Cl -2.08251 -2.78291 -0.96036
Cl -1.15987 -1.53974 -3.43861
Cl 0.64496 -1.74968 -1.22539
H -1.35912 -0.57917 -1.29570
C -2.54442 2.27676 -3.78661
Cl -0.94039 2.41072 -4.59163
Cl -3.38645 0.91163 -4.46563
Cl -3.44521 3.79099 -3.89986
H -2.33434 2.11868 -2.73618
*
```

---

# 2
# C8H14ClN3O

2 unconnected molecules or ions with the total composition C8H14ClN3O at a distorted geometry (the ωB97M-V functional and the def2-TZVPD basis, OMol25).

Calculated values
Relative energy (zero: lowest compared OMol25 entry of this formula, charge and spin): 77.5 kcal per mole
Largest force on an atom: 6.55 eV/A
E_tot: -1012.750107 hartree
HOMO-LUMO gap: 7.50 eV

```
! wB97M-V def2-TZVPD RIJCOSX def2/J DEFGRID3
* xyz 0 1
C 2.70686 -1.24945 1.01842
C 1.82229 -2.94650 1.83450
C -1.25087 0.62386 0.60001
C -2.07685 2.54097 -1.11311
C 0.26139 2.44807 -0.37995
C -0.74668 0.68786 -1.73751
C -0.29867 -2.91212 0.63322
C -0.97536 1.60331 -0.57329
N 2.91881 -2.22350 1.85721
N 1.51914 -1.42639 0.31105
N 0.94216 -2.45708 0.87250
O 0.38381 0.32692 -2.02526
Cl -0.64870 -2.98694 -1.12115
H 3.45845 -0.51856 0.76478
H 1.79494 -3.79264 2.48611
H -2.32801 0.32361 0.77807
H -0.93005 0.99948 1.56980
H -0.75458 -0.38198 0.35729
H -2.98309 2.02496 -1.46224
H -2.32937 3.20473 -0.20173
H -1.54985 3.11063 -1.90269
H 0.37350 3.08887 -1.37378
H 1.20194 1.70125 -0.24161
H 0.08072 3.13864 0.60246
H -1.50415 0.16039 -2.16732
H -0.36144 -3.93813 1.15126
H 1.27366 -1.15025 -0.53705
*
```